Entry 1:
Entry from OMol25: the molecule C4H2Cl2N2O2 (wB97M-V/def2-TZVPD).

The total energy is -1333.8362 hartree. Its net charge is 0.

Geometry (Å):
C: 0.652524 -0.368230 -1.507919
C: -0.013263 0.795597 0.258348
C: -0.624590 -0.888390 -1.221465
C: -1.053297 -0.197475 -0.106748
N: 0.998514 0.639264 -0.728320
N: 0.738603 0.610075 1.705750
O: 1.841943 0.946092 1.771935
O: 0.089223 0.140880 2.558206
Cl: -1.280339 -2.212443 -1.997218
Cl: -2.428493 -0.463824 0.888955
H: 1.345862 -0.838362 -2.278471
H: -0.266686 1.836816 0.656947

Forces on the atoms, in the same order (eV/Å):
2.834 1.893 0.040
0.664 1.174 1.149
-1.609 0.879 2.614
-0.672 -1.091 0.133
0.664 -1.145 -1.594
-1.546 -1.694 -2.571
3.573 1.599 -0.136
-2.225 -1.093 2.316
-0.581 -0.598 -0.310
0.256 -0.022 -0.682
-0.926 1.041 1.026
-0.433 -0.944 -1.985

Calculated atomic charges, method Mulliken, unit e: atom 1 (C): -0.32, atom 2 (C): 0.30, atom 3 (C): 0.47, atom 4 (C): -0.09, atom 5 (N): -0.58, atom 6 (N): 0.89, atom 7 (O): -0.51, atom 8 (O): -0.54, atom 9 (Cl): -0.18, atom 10 (Cl): -0.13, atom 11 (H): 0.33, atom 12 (H): 0.35

=====

Entry 2:
Entry from OMol25: the molecule C4H2ClF (wB97M-V/def2-TZVPD).

The total energy is -713.5450 hartree. Its net charge is 0.

Geometry (Å):
C: 0.599659 -1.170463 0.313821
C: 0.254060 0.024503 0.826683
C: -0.337932 0.867475 -0.285395
C: -1.004702 1.479130 -1.136571
H: 0.167407 0.250651 1.859399
H: -1.256353 2.392571 -1.874564
F: 0.158033 -1.461380 -0.835495
Cl: 1.419828 -2.382487 1.132123

Forces on the atoms, in the same order (eV/Å):
-0.417 1.966 3.077
-1.002 0.279 -3.506
-1.739 0.981 0.238
1.674 1.568 0.281
0.547 0.462 0.503
0.529 -3.015 2.090
0.048 -1.489 -3.000
0.361 -0.753 0.318

Calculated atomic charges, method Mulliken, unit e: atom 1 (C): 0.52, atom 2 (C): -0.66, atom 3 (C): -0.12, atom 4 (C): -0.08, atom 5 (H): 0.34, atom 6 (H): 0.30, atom 7 (F): -0.16, atom 8 (Cl): -0.14

=====

Entry 3:
Entry from OMol25: the molecule C4H2ClFOS (wB97M-V/def2-TZVPD).

The total energy is -1187.0571 hartree. Its net charge is 0.

Geometry (Å):
C: 0.269098 0.219730 0.684318
C: -1.072526 0.252523 0.754490
C: -0.625756 -0.136952 -1.344506
C: 0.550472 -0.107273 -0.651900
H: 2.132532 -0.684916 1.433443
H: -1.781456 0.353929 1.569397
O: -1.646464 0.084715 -0.476459
F: 1.841518 -0.026713 -1.061545
S: 1.401922 0.283195 2.036552
Cl: -1.069340 -0.238238 -2.943791

Forces on the atoms, in the same order (eV/Å):
-0.635 -0.567 1.212
-1.161 0.269 0.320
0.487 0.216 0.937
1.011 1.179 -0.932
0.118 0.275 0.531
0.325 0.048 -0.189
0.617 -0.248 0.295
-0.994 -0.653 -0.506
0.138 -0.330 -0.771
0.096 -0.189 -0.898

Calculated atomic charges, method Mulliken, unit e: atom 1 (C): 0.23, atom 2 (C): -0.32, atom 3 (C): 0.07, atom 4 (C): 0.45, atom 5 (H): 0.15, atom 6 (H): 0.43, atom 7 (O): -0.31, atom 8 (F): -0.28, atom 9 (S): -0.24, atom 10 (Cl): -0.18

=====

Entry 4:
Entry from OMol25: the molecule C4H2ClN (wB97M-V/def2-TZVPD).

The total energy is -668.4857 hartree. Its net charge is 0.

Geometry (Å):
C: 1.416748 0.464120 -0.023965
C: 0.020433 0.039383 -0.042505
C: -1.150041 -0.258500 0.085401
C: -2.492208 -0.615853 -0.000512
H: 1.635509 1.166152 -0.867669
H: 1.671132 0.895599 0.928389
N: -3.637923 -0.747236 -0.058014
Cl: 2.536352 -0.943665 -0.021128

Forces on the atoms, in the same order (eV/Å):
0.069 -0.056 -0.527
-1.121 -0.148 0.529
1.089 -0.050 -0.670
-0.168 0.590 0.205
-0.031 -0.761 0.750
-0.293 0.679 0.184
0.530 -0.233 0.000
-0.075 -0.021 -0.471

Calculated atomic charges, method Mulliken, unit e: atom 1 (C): -0.47, atom 2 (C): 0.36, atom 3 (C): 0.26, atom 4 (C): -0.15, atom 5 (H): 0.31, atom 6 (H): 0.26, atom 7 (N): -0.41, atom 8 (Cl): -0.16

=====

Entry 5:
Entry from OMol25: the molecule C4H2ClNOS (wB97M-V/def2-TZVPD).

The total energy is -1141.8996 hartree. Its net charge is 0.

Geometry (Å):
C: 0.929952 1.032015 -0.563269
C: -0.097129 0.126724 0.104078
C: -0.710473 0.336247 1.252750
C: -0.058439 -1.328436 -0.280024
H: 1.692238 1.699693 -2.554614
H: -0.420577 1.346503 1.725251
N: -0.152194 -2.573209 -0.466956
O: 1.424778 2.042370 0.085443
S: 1.143167 0.575714 -2.370050
Cl: -1.781097 -0.681377 2.250241

Forces on the atoms, in the same order (eV/Å):
0.863 3.968 2.296
1.373 -3.726 -0.869
-0.153 2.667 2.685
-1.346 -8.060 -1.687
1.228 2.129 -0.597
-1.051 -1.594 -0.541
0.909 9.841 1.399
-2.254 -5.043 -3.751
-0.995 -1.217 2.624
1.427 1.035 -1.558

Calculated atomic charges, method Mulliken, unit e: atom 1 (C): 0.53, atom 2 (C): 0.39, atom 3 (C): -0.22, atom 4 (C): 0.00, atom 5 (H): 0.16, atom 6 (H): 0.31, atom 7 (N): -0.41, atom 8 (O): -0.52, atom 9 (S): -0.15, atom 10 (Cl): -0.10

=====

Entry 6:
Entry from OMol25: the ion C4H2ClO2 with charge -1 (wB97M-V/def2-TZVPD).

The total energy is -764.2756 hartree. Its net charge is -1.

Geometry (Å):
C: 0.147994 -0.072977 0.009539
C: 0.461838 -1.379650 -0.464339
C: 0.629039 -0.247796 -1.317945
C: -0.338669 0.852863 0.994230
O: 0.527498 -2.589321 -0.198497
O: 1.195283 0.080154 -2.373093
Cl: -2.185168 1.175821 0.639041
H: 0.012898 1.843114 0.759495
H: -0.450713 0.337792 1.951569

Forces on the atoms, in the same order (eV/Å):
0.469 -0.725 -1.788
-0.839 -0.835 1.447
1.803 -0.416 -0.491
-1.544 -0.820 -0.822
0.031 0.561 -0.187
-0.950 0.814 0.349
-0.206 0.068 0.097
0.525 0.294 1.162
0.712 1.058 0.234

Calculated atomic charges, method Mulliken, unit e: atom 1 (C): -0.01, atom 2 (C): 0.41, atom 3 (C): 0.41, atom 4 (C): -0.63, atom 5 (O): -0.75, atom 6 (O): -0.74, atom 7 (Cl): -0.31, atom 8 (H): 0.32, atom 9 (H): 0.30

=====

Entry 7:
Entry from OMol25: a structure of composition C4H2ClO2 (wB97M-V/def2-TZVPD).

The total energy is -764.3255 hartree. Its net charge is -1.

Geometry (Å):
C: -0.728829 0.373872 0.495657
C: -0.027318 -0.757437 0.807340
C: -0.544803 0.260058 -0.891691
C: 0.381073 -1.000423 -0.696262
O: 0.320997 -1.347897 1.824217
O: -0.818619 0.811856 -1.964070
Cl: 0.003551 -2.507056 -1.567113
H: -1.255027 1.045360 1.013458
H: 1.458947 -0.654250 -0.899135

Forces on the atoms, in the same order (eV/Å):
0.239 -0.650 -2.480
1.561 -1.886 0.436
0.422 -0.717 -1.876
1.126 1.900 0.286
-0.140 -0.244 0.115
-0.160 -0.001 0.986
0.065 0.120 0.182
-1.753 2.534 2.198
-1.361 -1.055 0.152

Calculated atomic charges, method Mulliken, unit e: atom 1 (C): -0.89, atom 2 (C): 0.28, atom 3 (C): 0.34, atom 4 (C): 0.20, atom 5 (O): -0.73, atom 6 (O): -0.72, atom 7 (Cl): -0.27, atom 8 (H): 0.58, atom 9 (H): 0.20

=====

Entry 8:
Entry from OMol25: a structure of composition C4H2CsF3N2O7S2 (wB97M-V/def2-TZVPD).

The total energy is -1905.9223 hartree. Its net charge is 0.

Geometry (Å):
O: -2.285402 0.536730 -1.446258
C: -2.407659 0.440685 -0.261184
F: -2.349308 1.520858 0.442342
C: -2.636676 -0.861159 0.447045
S: -1.177518 -1.427826 1.343266
O: -1.299697 -2.836136 1.531711
O: -1.185036 -0.727630 2.588291
N: -0.000025 -1.092610 0.301117
S: 0.992196 0.082919 0.733065
O: 0.375150 1.360037 0.897490
O: 1.861010 -0.313094 1.784931
N: 2.041168 0.218427 -0.655320
C: 1.551571 1.193025 -1.568240
O: 0.963964 0.866322 -2.561359
F: 1.748512 2.461695 -1.331672
C: 3.349665 0.556917 -0.131990
O: 3.691323 1.594555 0.319886
F: 4.171032 -0.466693 -0.212255
H: -3.434356 -0.721158 1.167869
H: -2.875335 -1.621896 -0.286226
Cs: -1.094579 -0.763968 -3.102510

Forces on the atoms, in the same order (eV/Å):
-1.141 1.089 0.758
-0.005 -0.619 -0.269
-0.192 0.454 1.087
-0.099 0.578 -0.094
0.243 -0.553 1.430
-0.295 -0.674 -1.253
0.342 1.264 -0.161
0.237 0.723 -0.525
-1.026 -0.759 1.892
-0.337 0.345 -0.853
0.843 -0.350 -0.119
0.493 0.897 -0.094
-0.553 -0.579 -0.988
0.501 0.501 0.526
0.401 -0.138 0.368
0.410 0.804 0.759
-0.189 -0.358 -0.512
-0.212 -0.444 -0.197
-0.079 -0.269 0.234
-0.168 -0.033 -0.071
0.825 -1.877 -1.917

Calculated atomic charges, method Mulliken, unit e: atom 1 (O): -0.69, atom 2 (C): 0.73, atom 3 (F): -0.17, atom 4 (C): -0.64, atom 5 (S): 1.13, atom 6 (O): -0.66, atom 7 (O): -0.60, atom 8 (N): -0.39, atom 9 (S): 1.12, atom 10 (O): -0.58, atom 11 (O): -0.66, atom 12 (N): 0.03, atom 13 (C): 0.50, atom 14 (O): -0.55, atom 15 (F): -0.15, atom 16 (C): 0.44, atom 17 (O): -0.38, atom 18 (F): -0.21, atom 19 (H): 0.36, atom 20 (H): 0.32, atom 21 (Cs): 1.07

=====

Number 1: strongest force on any atom 3.9 eV Å⁻¹, Kohn-Sham gap 8.45 eV. Number 2: strongest force on any atom 3.7 eV Å⁻¹, Kohn-Sham gap 9.76 eV. Number 3: strongest force on any atom 1.8 eV Å⁻¹, Kohn-Sham gap 9.45 eV. Number 4: strongest force on any atom 1.3 eV Å⁻¹, Kohn-Sham gap 10.92 eV. Number 5: strongest force on any atom 10.0 eV Å⁻¹, Kohn-Sham gap 9.38 eV. Number 6: strongest force on any atom 2.0 eV Å⁻¹, Kohn-Sham gap 7.30 eV. Number 7: strongest force on any atom 3.8 eV Å⁻¹, Kohn-Sham gap 7.96 eV. Number 8: strongest force on any atom 2.8 eV Å⁻¹, Kohn-Sham gap 9.16 eV.